# 1
Computed, not measured: 2 unconnected molecules or ions with the total composition C15H32N2OS at a distorted geometry, with ωB97M-V/def2-TZVPD.

```
51
Properties=species:S:1:pos:R:3:forces:R:3
C -5.493 -0.482 0.338 0.4 -0.3 0.1
C -3.959 -0.592 0.408 -0.4 0.0 0.0
C -3.437 -1.136 1.746 -0.3 0.4 -0.3
C -2.921 -2.554 1.637 -0.1 -0.1 -0.9
S -1.125 -2.602 1.469 0.8 0.4 1.3
C -0.692 -4.383 1.461 0.1 0.3 -0.7
C -0.240 -4.801 0.102 0.5 -0.3 -0.4
N -1.001 -4.589 -0.864 -0.5 0.3 -0.7
H -5.977 -0.954 1.184 -0.1 -0.1 0.3
H -5.867 -0.975 -0.542 -0.2 0.0 -0.4
H -5.801 0.548 0.317 -0.2 0.4 0.0
H -3.544 0.383 0.211 0.3 0.3 0.0
H -3.624 -1.236 -0.398 0.2 -0.1 -0.2
H -2.702 -0.457 2.158 0.3 0.0 0.2
H -4.265 -1.144 2.439 -0.1 0.0 0.4
H -3.141 -3.177 2.487 0.2 -0.1 0.6
H -3.350 -3.040 0.772 -0.1 -0.3 -0.3
H -0.784 -2.056 0.259 -0.4 -0.5 -0.1
H 0.055 -4.586 2.211 0.1 0.3 0.4
H -1.608 -4.913 1.653 -0.4 -0.1 0.4
H 0.718 -5.290 -0.032 0.3 -0.1 0.4
H -0.593 -4.923 -1.734 -0.1 0.0 -0.1
C 2.043 0.817 1.568 -0.2 -0.1 0.2
C 2.102 0.698 0.031 -0.5 0.1 0.4
C 0.696 0.888 -0.545 -0.3 0.0 -0.3
C 0.157 2.319 -0.489 -0.1 0.0 0.0
C 1.278 3.367 -0.556 -0.1 0.0 0.2
C 2.577 2.857 -1.195 -0.4 0.1 0.0
N 3.046 1.707 -0.444 0.3 0.0 0.3
O 4.219 1.178 -0.941 0.1 -0.1 -0.3
C 3.621 3.961 -1.044 0.2 0.3 -0.1
C 2.365 2.602 -2.696 0.0 0.0 -0.3
C 2.532 -0.720 -0.301 0.2 -0.3 -0.2
H 3.036 0.657 1.989 0.1 0.0 -0.1
H 1.361 0.074 2.013 0.0 0.0 0.0
H 1.706 1.807 1.876 0.0 0.0 -0.1
H 0.690 0.558 -1.587 0.2 -0.1 0.0
H -0.010 0.211 -0.026 0.0 -0.1 0.1
H -0.539 2.465 -1.321 0.0 0.0 0.0
H -0.433 2.471 0.420 0.0 0.0 0.0
H 0.917 4.248 -1.094 0.1 0.0 -0.1
H 1.506 3.714 0.456 0.1 -0.1 0.0
H 3.847 4.128 0.010 0.0 -0.1 0.0
H 3.251 4.900 -1.469 -0.1 0.0 0.0
H 4.546 3.698 -1.553 0.0 -0.1 0.1
H 2.041 3.519 -3.199 0.0 0.0 0.0
H 1.610 1.837 -2.890 0.0 0.0 0.0
H 3.296 2.277 -3.161 0.0 -0.1 0.2
H 1.805 -1.428 0.125 -0.2 0.0 0.1
H 3.506 -0.962 0.117 0.0 0.1 -0.1
H 2.578 -0.887 -1.379 0.1 0.1 0.0
```
Forces are in eV/Å.

Computed properties:
* total energy: -31929.5507 eV
* HOMO energy: -3.358 eV
* maximum force: 1.58 eV/A
* molar mass: 288.5 Da
* frontier orbital gap: 2.263 eV



# 2
Computed, not measured: 9 unconnected molecules or ions with the total composition C21H64N14O9 at a distorted geometry, with ωB97M-V/def2-TZVPD.

```
108
Properties=species:S:1:pos:R:3:forces:R:3
C 18.795 -11.206 -7.694 1.0 -0.2 0.5
C 18.238 -11.653 -9.044 0.1 0.2 -0.2
C 16.672 -11.805 -9.035 0.8 1.6 -1.3
O 16.238 -12.537 -7.955 0.7 0.3 1.8
C 15.085 -12.063 -7.283 -0.4 -2.0 -0.4
N 18.766 -10.708 -10.095 -1.7 -1.5 0.2
H 18.495 -10.212 -7.362 -0.9 -0.2 0.3
H 19.872 -11.049 -7.744 0.4 -0.1 -0.8
H 18.794 -11.983 -6.929 -1.0 0.2 0.3
H 18.623 -12.660 -9.204 0.3 0.0 -0.4
H 16.219 -12.238 -9.926 0.7 -0.3 -0.6
H 16.289 -10.786 -9.074 -0.2 0.3 0.6
H 15.016 -11.047 -6.896 0.5 0.3 -0.5
H 14.967 -12.751 -6.445 0.1 0.1 0.2
H 14.284 -12.359 -7.961 -0.7 0.8 0.1
H 18.408 -9.800 -9.835 0.0 -0.5 -0.3
H 19.775 -10.691 -10.041 0.0 0.1 0.1
C 21.022 -8.067 -0.617 0.3 -0.2 -0.5
C 22.286 -8.531 -1.362 0.1 1.2 -0.2
C 22.637 -7.626 -2.578 -0.1 -0.3 -0.4
O 21.671 -7.508 -3.601 -2.6 -0.1 -0.4
C 21.467 -8.599 -4.499 2.2 -0.3 0.2
N 23.432 -8.345 -0.402 -1.1 -0.5 -1.0
H 20.125 -7.989 -1.231 0.0 -0.1 -0.1
H 21.265 -7.086 -0.208 -0.4 0.2 0.1
H 20.845 -8.752 0.212 -0.2 0.1 0.0
H 22.147 -9.542 -1.744 0.4 -0.2 0.3
H 23.536 -7.958 -3.099 0.5 -0.1 0.6
H 22.740 -6.575 -2.308 0.4 -0.1 0.6
H 22.401 -8.625 -5.060 0.0 -0.1 -0.7
H 20.641 -8.512 -5.204 -0.1 0.5 0.4
H 21.467 -9.597 -4.059 -0.6 0.1 0.6
H 23.122 -7.483 0.024 0.7 0.6 0.3
H 23.260 -8.986 0.359 0.3 -0.5 0.2
C 17.928 -7.179 -10.502 1.7 0.9 -1.3
C 18.232 -7.723 -9.160 -0.3 -0.8 0.3
C 18.879 -6.721 -8.167 -0.8 -3.0 -2.0
O 20.119 -6.415 -8.786 -1.1 1.7 1.5
C 20.204 -5.020 -8.875 2.2 0.7 -2.0
N 16.973 -8.269 -8.709 0.3 0.3 0.6
H 18.899 -6.953 -10.943 0.2 0.6 -0.3
H 17.333 -6.266 -10.454 -0.1 -0.3 -0.2
H 17.549 -7.918 -11.207 -0.6 -0.1 0.5
H 18.942 -8.525 -9.360 0.4 0.3 0.7
H 19.068 -7.297 -7.261 -0.2 0.5 0.4
H 18.106 -5.955 -8.107 0.7 0.8 0.6
H 20.160 -4.389 -7.987 -0.4 -0.4 0.3
H 19.568 -4.613 -9.661 -0.7 0.0 0.1
H 21.196 -4.881 -9.306 0.3 0.5 0.2
H 16.355 -7.478 -8.818 -0.8 0.0 0.0
H 17.040 -8.363 -7.706 -0.4 -0.6 0.3
C 17.824 -5.993 -13.593 -0.4 -1.8 -0.3
C 18.824 -4.923 -13.276 -0.9 1.7 -0.8
C 20.208 -5.029 -13.943 -1.0 -1.0 -1.7
O 20.907 -6.152 -13.486 -0.2 1.0 -0.7
C 21.818 -5.779 -12.489 0.4 -1.0 1.2
N 18.169 -3.620 -13.503 3.0 -1.1 0.9
H 16.829 -5.939 -13.150 0.3 0.5 0.7
H 18.244 -6.957 -13.307 0.0 0.0 0.1
H 17.552 -6.102 -14.643 0.7 0.4 -0.3
H 19.013 -4.838 -12.206 -0.2 -0.1 0.9
H 20.816 -4.125 -13.989 -0.1 0.3 0.7
H 19.946 -5.227 -14.982 0.2 -0.1 -0.3
H 22.343 -6.701 -12.237 0.0 0.1 0.3
H 21.244 -5.440 -11.626 0.2 0.1 0.4
H 22.578 -5.034 -12.724 -0.2 0.2 -0.6
H 17.467 -3.353 -12.828 -2.1 0.3 0.6
H 18.868 -2.895 -13.577 0.1 0.7 -0.7
C 23.252 -2.088 -9.685 0.1 1.2 -4.9
O 23.558 -1.849 -10.866 0.1 0.8 0.9
N 23.481 -3.202 -9.133 1.8 -6.1 2.7
N 22.469 -1.384 -8.910 -2.2 4.0 1.4
H 23.077 -3.350 -8.220 0.5 -0.5 0.2
H 24.133 -3.877 -9.506 -0.3 0.3 -0.1
H 22.273 -1.676 -7.963 0.2 0.2 -0.1
H 22.495 -0.390 -9.083 -0.4 -0.1 0.1
C 16.657 -8.215 -4.778 -0.8 -0.2 -0.9
O 16.733 -8.487 -5.955 -1.5 -0.5 -2.0
N 15.592 -8.067 -4.031 -3.6 -0.6 -0.2
N 17.741 -8.013 -4.157 5.3 1.1 2.7
H 15.556 -7.788 -3.061 0.1 -0.2 -0.4
H 14.803 -8.476 -4.510 -0.5 0.3 0.8
H 17.767 -7.920 -3.152 0.6 0.2 -0.4
H 18.495 -7.851 -4.810 0.5 -0.1 1.0
C 22.028 -4.302 -5.515 0.5 0.2 5.0
O 22.366 -3.478 -6.247 1.9 5.0 -6.5
N 22.286 -4.077 -4.211 -0.4 -1.3 2.0
N 21.400 -5.390 -5.783 -2.4 -4.0 -1.2
H 22.907 -3.334 -3.927 -0.2 -0.4 -0.1
H 22.055 -4.866 -3.625 0.5 0.6 0.7
H 21.031 -5.537 -6.712 0.2 -0.1 0.3
H 21.100 -6.001 -5.037 0.1 -0.1 -0.2
C 22.180 -9.434 -8.674 -0.3 -2.0 -1.1
O 21.517 -9.921 -9.574 -0.8 0.1 -0.7
N 22.937 -10.190 -7.923 2.0 -3.0 2.2
N 22.205 -8.187 -8.366 -0.7 4.6 -0.2
H 22.578 -11.128 -7.820 0.6 -0.1 -0.1
H 23.570 -9.836 -7.220 -0.4 -0.1 -0.1
H 21.539 -7.662 -8.914 0.4 0.6 0.3
H 22.781 -7.739 -7.667 -0.3 -0.3 -0.2
C 15.470 -3.568 -11.153 -1.9 3.1 -3.4
O 16.358 -2.872 -11.599 2.7 1.5 -0.7
N 15.624 -4.536 -10.363 2.5 -4.4 3.7
N 14.231 -3.399 -11.544 -1.6 0.2 -0.5
H 16.625 -4.643 -10.281 -0.1 -0.9 0.7
H 15.050 -5.356 -10.498 0.3 -0.1 0.4
H 14.058 -2.581 -12.109 -0.8 -0.4 0.1
H 13.611 -4.058 -11.096 -1.0 1.0 -0.6
```
Forces are in eV/Å.

Computed properties:
* total energy: -62093.9795 eV
* HOMO energy (alpha / beta): -9.958 / -9.958 eV
* net charge: +1
* ⟨S²⟩: 0.754
* maximum force: 8.47 eV/A
* molar mass: 656.8 Da
* frontier orbital gap (alpha / beta): 7.781 / 2.854 eV
* 2S+1: 2



# 3
Computed, not measured: a single C3H10O3Si molecule at a distorted geometry, with ωB97M-V/def2-TZVPD.

```
17
Properties=species:S:1:pos:R:3:forces:R:3
C -0.314 1.986 -0.072 0.3 1.2 0.6
C -1.257 0.882 0.333 -1.2 0.4 -0.5
Si -1.048 -0.715 -0.644 2.4 -1.7 -0.6
O -1.810 -1.916 0.163 0.4 0.3 0.4
O -1.608 -0.998 -2.218 0.7 0.9 1.9
O 0.873 -1.254 -0.769 -4.3 2.3 -0.4
C 1.558 -1.630 0.416 1.3 -0.7 -2.7
H 0.694 1.606 0.087 0.3 0.6 0.1
H -0.382 2.248 -1.139 -0.2 0.1 0.4
H -0.557 2.909 0.575 0.8 -1.3 -1.1
H -2.256 1.373 0.390 0.1 -1.0 -0.7
H -1.127 0.662 1.380 0.5 -0.5 0.4
H -1.472 -2.738 -0.197 -0.2 -0.6 0.0
H -1.050 -0.494 -2.800 0.3 0.2 -1.0
H 0.842 -1.814 1.156 -0.5 -0.1 1.9
H 2.433 -0.973 0.642 -1.0 -0.1 0.2
H 1.976 -2.587 0.051 0.3 0.1 1.0
```
Forces are in eV/Å.

Computed properties:
* total energy: -17295.5160 eV
* SMILES: CC[Si](O)(O)OC
* HOMO energy: -9.628 eV
* maximum force: 4.90 eV/A
* molar mass: 122.2 Da
* frontier orbital gap: 10.197 eV